Entry 1:
C54H67IN5O4RuSb | the ωB97M-V functional and the def2-TZVPD basis

XYZ file:
```
133
Properties=species:S:1:pos:R:3:mulliken_spin:R:1
Ru -1.0765 -1.2961 0.2434 2.70
I -2.5631 1.1176 -0.2195 0.14
C -4.2696 -0.0292 -0.4874 -0.06
C -5.4004 0.5893 -0.9230 0.01
C -6.5964 -0.1569 -1.0376 -0.01
C -6.6017 -1.4709 -0.6869 0.01
C -5.4264 -2.1182 -0.2211 -0.02
C -5.4679 -3.4783 0.1566 0.04
C -4.3421 -4.0950 0.6062 -0.01
C -3.1176 -3.3979 0.6580 -0.07
C -3.0073 -2.0730 0.3012 0.08
C -4.1993 -1.4000 -0.1291 -0.06
H -5.3890 1.6435 -1.1737 0.00
H -7.4991 0.3257 -1.3914 0.00
H -7.5136 -2.0541 -0.7587 0.00
H -6.4078 -4.0128 0.0805 0.00
H -4.3645 -5.1367 0.9078 0.00
H -2.2539 -3.9364 1.0152 0.02
C -1.3650 2.2179 4.9311 0.00
N -1.3158 0.8908 4.3234 0.00
C -1.3687 -0.2431 5.0902 0.00
C -1.2894 -1.4691 4.5573 0.00
C -1.1827 -1.5677 3.1150 0.04
O -1.1173 -2.6333 2.4959 0.07
N -1.1385 -0.4209 2.3702 0.04
C -1.0991 0.8130 2.9421 0.02
O -0.8631 1.8477 2.3231 -0.01
H -1.9440 2.1605 5.8507 0.00
H -1.8415 2.9073 4.2415 0.00
H -0.3661 2.5981 5.1525 0.00
H -1.4619 -0.0781 6.1563 0.00
H -1.3100 -2.3651 5.1592 0.00
C -2.2522 5.0413 1.3779 0.01
C -0.8007 5.5018 1.2325 0.00
C -0.0313 5.1289 2.5022 0.00
C -0.7678 7.0226 1.0856 0.00
Sb 0.0485 4.2493 -0.3912 0.01
C 2.1782 4.7847 -0.4001 0.00
C 2.7764 4.0629 0.8068 -0.01
C 2.4938 6.2760 -0.3304 0.00
C 2.8182 4.1753 -1.6445 0.00
C -0.8226 5.0889 -2.2513 -0.01
C -0.9943 6.6074 -2.3173 0.00
C -2.1973 4.4265 -2.3631 0.01
C 0.0111 4.6421 -3.4488 0.00
H -2.6791 5.4766 2.2953 0.00
H -2.3337 3.9532 1.4597 0.00
H -2.8710 5.3805 0.5421 0.00
H -0.5543 5.5638 3.3685 0.00
H 0.9748 5.5502 2.4949 0.00
H 0.0304 4.0484 2.6543 0.00
H -1.1287 7.4679 2.0255 0.00
H -1.4170 7.3862 0.2964 0.00
H 0.2316 7.4134 0.9088 0.00
H 2.3991 4.4369 1.7561 0.00
H 3.8686 4.2001 0.8074 0.00
H 2.5801 2.9892 0.7658 0.01
H 2.2159 6.7036 0.6344 0.00
H 1.9990 6.8503 -1.1174 0.00
H 3.5790 6.4268 -0.4487 0.00
H 2.6403 3.0971 -1.7025 0.00
H 3.9075 4.3247 -1.5909 0.00
H 2.4749 4.6293 -2.5694 0.00
H -1.8023 6.9493 -1.6732 0.00
H -1.2680 6.8940 -3.3451 0.00
H -0.0893 7.1577 -2.0558 0.00
H -2.8384 4.6256 -1.4996 0.00
H -2.1135 3.3401 -2.4705 0.00
H -2.7139 4.8102 -3.2566 0.00
H 0.9480 5.1910 -3.5280 0.00
H -0.5591 4.8461 -4.3680 0.00
H 0.2340 3.5696 -3.4352 0.00
O -2.1114 -3.5234 -2.7264 0.00
C -1.2094 -3.7948 -1.9667 0.03
N -0.4111 -4.9243 -2.0151 0.01
C 0.4407 -5.0680 -0.8431 -0.01
C 0.2623 -3.6526 -0.2704 -0.04
O 0.8748 -3.1472 0.6601 0.04
N -0.7344 -3.0122 -0.9148 -0.01
C 1.8731 -5.4410 -1.2158 0.00
C 2.0651 -6.5868 -1.9855 0.00
C 3.3344 -6.9687 -2.3889 0.00
C 4.4399 -6.2109 -2.0159 0.00
C 4.2583 -5.0819 -1.2324 0.00
C 2.9814 -4.6940 -0.8312 0.00
C -0.1253 -6.0266 0.2179 0.00
C 0.5738 -6.1686 1.4152 0.00
C 0.0812 -6.9791 2.4235 0.00
C -1.1172 -7.6629 2.2486 0.00
C -1.8186 -7.5219 1.0604 0.00
C -1.3279 -6.6991 0.0485 0.00
H -0.6585 -5.6814 -2.6265 0.00
H 1.2123 -7.2011 -2.2623 0.00
H 3.4632 -7.8621 -2.9876 0.00
H 5.4331 -6.5034 -2.3339 0.00
H 5.1147 -4.4948 -0.9201 0.00
H 2.8515 -3.8153 -0.2107 0.00
H 1.4991 -5.6212 1.5600 0.00
H 0.6297 -7.0714 3.3533 0.00
H -1.5026 -8.2972 3.0374 0.00
H -2.7567 -8.0444 0.9159 0.00
H -1.9049 -6.5740 -0.8602 0.00
C 5.6084 -0.7783 -0.4455 -0.01
C 4.2257 -0.4909 0.0911 -0.05
C 4.0429 -0.0854 1.4198 0.23
C 2.7773 0.1928 1.9310 -0.07
C 2.5703 0.6493 3.3547 0.00
C 1.6899 0.0608 1.0931 0.06
C 1.8170 -0.3778 -0.2427 0.02
C 3.1251 -0.6343 -0.7308 0.12
N 0.6494 -0.5259 -0.9470 0.70
C 0.6735 -0.5448 -2.4428 -0.17
C 1.2659 -1.8700 -3.0070 0.06
C 1.4492 0.6840 -2.9478 0.06
C -0.7518 -0.3842 -2.9699 0.04
H 6.3738 -0.5947 0.3087 0.00
H 5.8288 -0.1474 -1.3083 0.00
H 5.6949 -1.8171 -0.7706 0.00
H 4.9123 0.0270 2.0621 0.01
H 3.5031 0.6282 3.9196 0.00
H 1.8488 0.0029 3.8605 0.00
H 2.1749 1.6691 3.3831 0.00
H 0.7097 0.3475 1.4479 0.08
H 3.2820 -1.0072 -1.7315 0.01
H 2.0297 -1.6485 -3.7572 0.00
H 0.4872 -2.4601 -3.4886 -0.01
H 1.7196 -2.4964 -2.2418 0.00
H 2.5254 0.6178 -2.7961 0.00
H 1.0879 1.5773 -2.4358 -0.01
H 1.2618 0.7987 -4.0176 0.00
H -1.4361 -1.1411 -2.5878 -0.01
H -0.7303 -0.4960 -4.0554 0.00
H -1.1427 0.6074 -2.7366 -0.02
```

- multiplicity = 5
- LUMO energy (spin up / spin down) (Eh) = 0.0165 / -0.0561
- Kohn-Sham gap (spin up / spin down) (eV) = 8.1 / 6.1
- total energy (eV) = -89946.46467

=====

Entry 2:
C6H9NOSSi | the ωB97M-V functional and the def2-TZVPD basis

XYZ file:
```
19
Properties=species:S:1:pos:R:3:nbo_charge:R:1
C 2.0321 -0.3921 1.1217 -0.24
C 1.4941 -0.8756 2.3483 -0.45
C 1.0057 -0.2723 0.1889 -0.23
C -0.3421 -0.8008 0.6998 -0.57
C 0.9201 0.1956 -1.1989 0.67
C -2.4663 1.1831 -0.2945 -1.08
N 2.0703 0.6261 -1.8102 -0.82
O -0.1433 0.0802 -1.8351 -0.65
Si -1.9986 -0.6155 -0.3610 1.18
S -0.2117 -1.2964 2.2698 0.57
H 3.0668 -0.0037 1.0217 0.23
H 2.1686 -1.2155 3.1066 0.23
H -3.5341 1.2196 0.0214 0.24
H -1.9464 1.4786 0.5673 0.24
H -2.1866 1.9358 -1.0145 0.25
H 2.9852 0.4768 -1.4063 0.40
H 1.9384 0.9439 -2.8115 0.42
H -2.8419 -1.0318 0.7992 -0.23
H -2.0103 -1.6362 -1.4126 -0.14
```

- ΔE to the lowest compared entry with this formula, charge and spin (kJ/mol) = 0.0
- SMILES = C[SiH2]c1sccc1C(N)=O
- LUMO energy (Eh) = 0.0191
- Kohn-Sham gap (eV) = 9.0
- total energy (eV) = -28617.81920

=====

Entry 3:
C42H56As3N9OSV | the ωB97M-V functional and the def2-TZVPD basis

XYZ file:
```
113
Properties=species:S:1:pos:R:3:mulliken_spin:R:1
V -0.4463 0.5367 0.4567 2.86
N -0.7671 -1.4130 3.4320 0.00
C -1.7980 -1.6590 2.5720 0.04
N -2.6523 -2.5972 2.8884 0.00
C -3.6862 -2.7877 2.0725 0.00
N -4.6018 -3.7386 2.3278 0.00
N -3.8335 -2.0865 0.9067 0.00
C -2.8336 -1.2501 0.6269 0.09
N -1.8129 -0.9696 1.4261 -0.14
C -3.0306 -0.5239 -0.6194 -0.01
C -4.2280 -0.6530 -1.3498 0.01
C -4.3222 0.1334 -2.4462 0.01
C -3.3266 0.9730 -2.8885 0.00
C -2.1868 0.9775 -2.1694 0.05
N -2.0578 0.2969 -1.0438 -0.11
H -0.6386 -2.0754 4.1756 0.00
H -0.0547 -0.6638 3.2811 0.02
H -4.7003 -4.0979 3.2689 0.00
H -5.4997 -3.6154 1.8403 0.00
H -5.0629 -1.3439 -1.0699 0.00
H -5.2474 0.2007 -2.9922 0.00
H -3.5129 1.5764 -3.7247 0.00
H -1.3032 1.6531 -2.3138 0.00
C -0.0686 -3.2188 -0.6179 0.00
As 0.7574 -1.4401 -0.9889 0.06
C 2.5945 -2.0127 -0.7570 0.00
C 0.6249 -1.0954 -2.9111 0.01
C 1.3567 -1.8336 -4.0405 -0.01
C 2.8996 -1.5281 -4.0145 0.00
C 0.7454 -1.2202 -5.3605 0.00
As 0.9639 0.7871 -5.5777 0.00
C -0.4619 0.9235 -6.9450 0.00
C 2.6491 0.8652 -6.7072 0.00
C 1.1753 -3.3805 -4.0725 0.00
As -0.4728 -4.4180 -4.5049 0.00
C -0.3855 -4.3358 -6.4243 0.00
C -2.0163 -3.3346 -4.1881 0.00
H 0.1081 -3.8546 -1.5125 0.00
H -1.1472 -3.0060 -0.4366 0.00
H 0.2810 -3.5966 0.2972 0.00
H 2.8346 -2.7290 -1.5637 0.00
H 2.6130 -2.5877 0.1680 0.00
H 3.3119 -1.1720 -0.7346 0.00
H 0.8824 -0.0343 -3.1365 0.02
H -0.4443 -1.1620 -3.1328 0.00
H 3.0932 -0.4747 -3.8332 0.00
H 3.4627 -1.7831 -4.9495 0.00
H 3.5332 -2.0572 -3.3121 0.00
H -0.3229 -1.3663 -5.3722 0.00
H 1.1977 -1.7750 -6.2261 0.00
H -0.2702 0.0778 -7.6319 0.00
H -0.4857 1.8347 -7.5264 0.00
H -1.3916 0.8374 -6.5072 0.00
H 2.7433 -0.0699 -7.2346 0.00
H 3.4538 1.0159 -6.0432 0.00
H 2.4931 1.7462 -7.3780 0.00
H 1.5006 -3.8276 -3.1386 0.00
H 1.8598 -3.7239 -4.8925 0.00
H 0.6260 -4.7538 -6.5899 0.00
H -0.5447 -3.2919 -6.6568 0.00
H -1.0445 -5.0183 -6.9162 0.00
H -1.9910 -3.0843 -3.1467 0.00
H -2.8495 -3.9836 -4.4579 0.00
H -2.0832 -2.3864 -4.6671 0.00
C -3.4520 3.4304 2.0606 -0.01
C -2.7221 2.2532 1.7426 0.06
N -1.5417 2.2532 1.1298 -0.06
C -1.1306 3.4885 0.6579 -0.01
C -1.7591 4.7294 0.9038 0.00
C -2.9647 4.6797 1.6450 0.02
C -1.1554 5.9295 0.4463 0.00
C -0.0606 5.9820 -0.3614 0.00
C 0.5226 4.7150 -0.6935 -0.01
C 1.5959 4.6543 -1.5999 0.02
C 2.0694 3.4234 -1.9396 0.00
C 1.5103 2.2411 -1.4391 0.04
N 0.5758 2.2541 -0.5135 -0.07
C 0.0657 3.4717 -0.1434 0.06
H -4.3812 3.2016 2.5889 0.00
H -3.1180 1.2894 1.9888 0.00
H -3.4515 5.6175 1.9127 0.00
H -1.6503 6.8033 0.7216 0.00
H 0.3127 6.9617 -0.7407 0.00
H 1.9841 5.5768 -2.0811 0.00
H 2.8196 3.3519 -2.7202 0.00
H 1.8148 1.2035 -1.7609 0.01
O 0.8959 0.6588 2.1303 0.03
S 2.3146 1.2505 2.2332 0.02
C 3.4852 -0.1804 2.2071 0.00
C 3.9777 -0.4174 3.6949 0.00
C 3.7794 0.8926 4.3985 0.00
C 2.4313 1.5901 3.9757 0.00
H 4.2147 0.0686 1.4537 0.00
H 2.8715 -1.0494 1.8968 0.00
H 5.0137 -0.7076 3.6449 0.00
H 3.4253 -1.2294 4.1163 0.00
H 4.5369 1.5346 3.9641 0.00
H 3.9392 0.8558 5.5178 0.00
H 2.3834 2.6240 4.2296 0.00
H 1.5836 0.9800 4.3362 0.00
N 1.0850 -0.9201 5.5837 0.00
C 0.8629 -0.4779 6.6206 0.00
C 0.5231 -0.0284 7.9170 0.00
C -0.4122 -0.6901 8.7471 0.00
C -0.6136 -0.1586 10.0393 0.00
C 0.1718 0.8933 10.4757 0.00
C 1.1192 1.4447 9.6760 0.00
C 1.3063 0.9967 8.4087 0.00
H -1.0325 -1.4889 8.2759 0.00
H -1.4009 -0.5799 10.6388 0.00
H -0.1815 1.3999 11.3519 0.00
H 1.7309 2.2370 9.9467 0.00
H 1.9276 1.5856 7.6995 0.00
```

- ΔE to the lowest compared entry with this formula, charge and spin (kJ/mol) = 105.4
- multiplicity = 4
- total charge = +2
- LUMO energy (spin up / spin down) (Eh) = -0.1875 / -0.1933
- Kohn-Sham gap (spin up / spin down) (eV) = 6.7 / 6.5
- total energy (eV) = -278949.86323

=====

Entry 4:
C23H41BCeN6O7P2S3 | the ωB97M-V functional and the def2-TZVPD basis

XYZ file:
```
84
Properties=species:S:1:pos:R:3:mulliken_charge:R:1
Ce 0.0562 0.4353 -1.1332 0.13
C -1.7592 -2.8828 -2.7841 -1.48
C -2.1399 -3.8943 -1.6985 1.25
C -3.6158 -3.8016 -1.3067 -1.58
C -1.8436 -5.3067 -2.2021 -2.14
N -1.3257 -3.6133 -0.5048 0.47
C -0.4860 -4.5011 0.1140 -0.08
C 0.0733 -3.8680 1.1671 -1.35
N -0.4124 -2.5895 1.2084 0.01
B 0.0304 -1.6293 2.3222 1.33
N -1.0081 -0.5123 2.5401 0.02
C -2.1709 -0.7868 3.2044 -1.33
C -2.8852 0.3548 3.2974 -0.25
N -2.1674 1.3484 2.6840 0.49
C -1.0288 0.7911 2.2083 0.16
S 0.2480 1.6111 1.3902 -0.24
C -2.5364 2.7734 2.6577 1.16
C -3.9393 2.9510 3.2345 -2.17
C -2.5256 3.2806 1.2136 -1.46
C -1.5250 3.5284 3.5198 -1.54
N 1.4310 -1.0446 2.0420 0.25
C 2.1202 -0.4518 3.0652 -1.41
C 3.3640 -0.1641 2.6278 -0.16
N 3.4580 -0.5887 1.3272 0.47
C 2.2508 -1.0940 0.9744 0.08
S 1.8216 -1.7390 -0.5689 -0.25
C 4.6797 -0.5564 0.5075 1.19
C 5.8112 0.0935 1.3036 -2.16
C 4.4215 0.2861 -0.7423 -1.49
C 5.0633 -1.9910 0.1388 -1.55
C -1.2543 -2.4424 0.1677 0.16
S -2.1580 -1.0114 -0.1666 -0.27
H -2.0965 -3.2293 -3.7559 0.55
H -0.6725 -2.7645 -2.8199 0.27
H -2.2150 -1.9101 -2.6091 0.28
H -4.2390 -4.0193 -2.1685 0.47
H -3.8610 -2.8090 -0.9410 0.34
H -3.8408 -4.5251 -0.5254 0.41
H -2.4620 -5.5061 -3.0736 0.44
H -2.0854 -6.0547 -1.4506 0.52
H -0.8012 -5.4038 -2.4956 0.50
H -0.3465 -5.5043 -0.2210 0.59
H 0.7795 -4.2226 1.8866 0.68
H 0.1055 -2.2477 3.3342 -0.12
H -2.3882 -1.7687 3.5686 0.70
H -3.8336 0.5165 3.7570 0.60
H -4.6629 2.3766 2.6617 0.49
H -4.2150 4.0000 3.1697 0.44
H -3.9796 2.6606 4.2812 0.53
H -3.1493 2.6354 0.5937 0.33
H -1.5103 3.3064 0.8223 0.27
H -2.9263 4.2900 1.1797 0.52
H -1.5540 3.1503 4.5388 0.42
H -1.7611 4.5881 3.5357 0.48
H -0.5218 3.3939 3.1271 0.31
H 1.6726 -0.2929 4.0232 0.70
H 4.1691 0.3051 3.1477 0.61
H 5.5646 1.1219 1.5563 0.47
H 6.7071 0.1037 0.6891 0.45
H 6.0339 -0.4607 2.2121 0.52
H 4.0379 1.2660 -0.4595 0.28
H 3.7053 -0.1948 -1.4063 0.25
H 5.3532 0.4187 -1.2838 0.56
H 5.2608 -2.5761 1.0340 0.40
H 5.9602 -1.9818 -0.4736 0.48
H 4.2669 -2.4687 -0.4232 0.32
C -0.9804 4.1533 -3.4152 -1.73
C -0.5522 2.8499 -2.7809 0.83
O -1.2690 2.5730 -1.5531 0.01
P 1.2248 2.8444 -2.3655 0.47
O 2.0820 3.4390 -3.5472 -0.42
O 1.2892 3.9551 -1.2412 -0.54
O 1.7502 1.5414 -1.8721 0.21
P -0.8423 1.3836 -3.9064 0.69
O 0.3843 1.7024 -4.9463 -0.42
O -2.1731 1.4579 -4.5155 -0.76
O -0.4519 0.1498 -3.1312 -0.34
H -0.9497 4.9683 -2.6902 0.43
H -1.9906 4.0399 -3.8158 0.53
H -0.3180 4.3996 -4.2443 0.46
H -2.2067 2.7832 -1.7364 0.25
H 2.2057 2.8377 -4.2865 0.35
H 2.1693 4.1776 -0.9263 0.37
H 0.0860 1.5665 -5.8467 0.31
```

- ΔE to the lowest compared entry with this formula, charge and spin (kJ/mol) = 0.0
- total charge = +2
- LUMO energy (spin up / spin down) (Eh) = -0.2703 / -0.2705
- Kohn-Sham gap (spin up / spin down) (eV) = 6.2 / 6.2
- total energy (eV) = -112476.64476